{
  "formula": "C13H23I2OP2STi",
  "method": "ωB97M-V/def2-TZVPD",
  "symbols": ["I", "I", "Ti", "P", "C", "C", "H", "H", "H", "H", "H", "H", "C", "H", "H", "H", "P", "C", "C", "H", "H", "H", "C", "H", "H", "H", "H", "H", "H", "C", "O", "S", "C", "C", "C", "C", "C", "C", "H", "H", "H", "H", "H"],
  "coordinates": [[1.619, 1.641, 2.743], [0.632, -0.884, -2.055], [1.412, 0.476, 0.372], [0.138, 2.484, -0.483], [-1.669, 2.495, -0.093], [0.794, 3.983, 0.196], [0.380, 4.826, -0.374], [-0.109, 3.700, -2.516], [1.882, 3.960, 0.097], [1.279, 2.563, -2.580], [-1.799, 2.425, 0.987], [0.535, 4.075, 1.253], [0.234, 2.687, -2.277], [-2.111, 3.395, -0.481], [-0.374, 1.947, -2.807], [-2.165, 1.619, -0.563], [2.714, -1.306, 0.929], [1.911, -2.661, 1.841], [3.563, -2.106, -0.470], [4.549, 0.119, 1.551], [4.842, -1.585, 2.036], [3.736, -0.537, 2.989], [4.102, -0.780, 1.987], [3.984, -1.325, -1.111], [4.360, -2.751, -0.087], [2.639, -3.438, 2.100], [1.119, -3.093, 1.219], [2.848, -2.690, -1.057], [1.462, -2.258, 2.756], [-0.240, -0.299, 1.051], [-1.268, -0.837, 1.566], [-0.615, 0.457, -0.549], [-2.240, -0.643, -0.729], [-2.420, -1.702, -1.590], [-3.634, -2.413, -1.611], [-4.674, -2.067, -0.763], [-4.508, -0.994, 0.112], [-3.286, -0.300, 0.113], [-1.684, -2.094, -2.305], [-3.774, -3.257, -2.288], [-5.609, -2.615, -0.761], [-5.310, -0.716, 0.790], [-3.248, 0.499, 0.861]],
  "forces_ev_per_a": [[0.1, -0.3, -0.6], [1.4, -0.6, -0.9], [-1.1, 2.6, 2.0], [1.0, 3.5, 0.0], [0.1, 0.2, 0.6], [-0.1, 1.2, -0.2], [0.2, 0.1, 0.3], [0.1, -0.2, -0.1], [-0.1, 0.2, 0.0], [-0.2, 0.2, -0.1], [-0.1, 0.3, 0.1], [0.0, 0.0, -0.1], [0.0, 0.1, -0.2], [-0.3, 0.5, -0.1], [0.1, 0.3, 0.0], [-0.6, 1.6, 0.3], [2.5, -3.1, 1.2], [-0.2, 0.1, 0.0], [0.0, 0.1, -0.1], [0.1, -0.1, 0.2], [-0.1, 0.2, 0.0], [0.1, -0.1, -0.2], [0.0, 0.1, 0.0], [0.1, -0.2, 0.0], [-0.1, 0.1, -0.2], [-0.1, 0.2, -0.1], [0.1, 0.0, 0.1], [0.2, 0.0, 0.1], [0.1, -0.1, -0.1], [-4.8, -5.0, 6.4], [6.5, 2.8, -1.6], [-4.9, -5.0, -6.5], [-0.7, 0.0, 0.2], [0.3, -1.1, -1.2], [-0.1, 0.2, 0.2], [0.1, 0.4, 0.3], [0.8, -0.2, -0.6], [-1.1, 0.8, 1.0], [-0.3, 0.4, 0.5], [0.3, 0.3, 0.1], [0.1, 0.0, -0.1], [0.3, 0.1, -0.1], [0.3, -0.3, -0.4]],
  "lowdin_charge": [0.628, 1.093, -0.067, 0.505, -0.226, -0.284, 0.074, 0.080, 0.063, 0.066, 0.088, 0.026, -0.234, 0.095, 0.038, 0.008, 0.653, -0.209, -0.274, 0.054, 0.069, 0.021, -0.273, 0.054, 0.070, 0.077, 0.061, 0.016, 0.066, -0.633, 0.006, 0.388, -0.332, -0.135, -0.032, -0.029, -0.011, -0.103, 0.034, 0.130, 0.127, 0.130, 0.122],
  "relative_energy_kj_mol": 630.6,
  "total_charge": 2,
  "homo_energy_ev": [-14.90, -15.11],
  "multiplicity": 2,
  "orbital_gap_ev": [5.96, 5.90]
}